Formula: C3H10N2O2S
Source: the Open Molecules 2025 dataset
Level of theory: ωB97M-V with the def2-TZVPD basis set

Geometry as XYZ:
```
18
C3H10N2O2S ωB97M-V with the def2-TZVPD basis set
S 0.75 -2.33 0.52
O -2.98 -0.87 0.64
O -0.98 1.64 -0.93
N 1.08 2.39 -1.42
N 0.53 0.63 1.47
C 0.83 0.42 0.07
C 0.24 1.54 -0.81
C 0.31 -0.90 -0.46
H 0.69 3.07 -2.06
H 1.91 0.56 -0.07
H 0.80 -1.77 1.74
H -0.45 0.75 1.63
H 1.01 1.43 1.86
H -0.77 -0.82 -0.53
H -3.70 -0.36 0.39
H 0.64 -1.04 -1.46
H 2.07 2.32 -1.26
H -2.26 -0.25 0.50
```

- structure (SMILES) = NC(=O)[C@@H](N)CS.O
- orbital gap (eV) = 9.32
- energy relative to the best compared isomer or geometry (same formula, charge and spin) (kcal per mole) = 18.05
- net charge = 0